No. 1
Molecular formula: C37H44InN2O8PSTe2
Method: DFT, ωB97M-V/def2-TZVPD

LUMO (alpha / beta) = 0.077 / 0.066 Eh
HOMO-LUMO gap (alpha / beta) = 6.63 / 7.15 eV
2S+1 = 2
E = -98332.782 eV
Total charge = -1

Each line ends with the Mulliken spin population.
CARTESIAN COORDINATES (ANGSTROEM)
In  1.148  1.084  0.179  -0.021
O  3.728  0.758  -3.189  0.000
C  3.109  1.475  -2.186  0.001
O  1.860  1.333  -2.082  0.005
C  3.974  1.610  -0.987  0.000
C  5.367  1.629  -0.994  0.000
C  6.026  1.625  0.223  0.000
C  5.296  1.610  1.408  0.001
C  3.913  1.586  1.320  -0.002
N  3.312  1.588  0.152  -0.005
C  2.990  1.477  2.541  -0.002
O  3.509  1.540  3.645  0.000
O  1.755  1.313  2.304  -0.003
H  3.017  0.293  -3.654  0.000
H  5.898  1.635  -1.933  0.000
H  7.107  1.611  0.245  0.000
H  5.765  1.577  2.379  0.000
C  -1.106  3.821  0.776  0.044
C  -1.607  2.538  0.153  -0.023
O  -2.716  2.505  -0.408  0.008
N  -0.924  1.428  0.360  0.350
Te  -2.481  -0.138  0.197  0.447
C  -3.154  -2.160  -0.571  0.157
C  -4.068  -2.963  0.100  -0.007
C  -4.637  -2.547  1.424  0.023
C  -4.467  -4.166  -0.476  0.019
C  -3.970  -4.584  -1.698  -0.003
C  -4.395  -5.879  -2.325  0.002
C  -3.068  -3.763  -2.362  0.014
C  -2.667  -2.555  -1.819  -0.113
C  -1.734  -1.661  -2.582  0.137
C  -1.717  -0.875  2.057  0.033
C  -1.052  -2.091  2.209  -0.017
C  -0.840  -3.058  1.091  0.003
C  -0.563  -2.452  3.458  -0.004
C  -0.718  -1.644  4.569  0.010
C  -0.178  -2.049  5.908  -0.001
C  -1.379  -0.436  4.405  -0.006
C  -1.879  -0.042  3.172  -0.009
C  -2.512  1.308  3.081  -0.002
H  -1.947  4.314  1.262  -0.001
H  -0.722  4.476  0.000  -0.006
H  -0.312  3.606  1.487  0.000
H  -4.621  -1.458  1.505  -0.009
H  -4.044  -2.953  2.244  -0.001
H  -5.661  -2.900  1.530  0.000
H  -5.190  -4.781  0.045  0.004
H  -5.130  -6.391  -1.711  0.000
H  -3.534  -6.533  -2.454  0.000
H  -4.827  -5.700  -3.308  -0.001
H  -2.688  -4.070  -3.326  -0.002
H  -1.434  -2.123  -3.521  0.006
H  -0.838  -1.434  -1.997  -0.035
H  -2.232  -0.713  -2.799  0.007
H  -0.747  -2.544  0.137  0.006
H  -1.675  -3.756  1.012  -0.001
H  0.065  -3.633  1.263  0.003
H  -0.045  -3.397  3.554  -0.001
H  0.458  -2.928  5.818  0.000
H  -0.991  -2.275  6.599  0.001
H  0.406  -1.235  6.332  0.001
H  -1.489  0.229  5.251  0.000
H  -2.941  1.597  4.039  0.000
H  -3.279  1.342  2.303  0.002
H  -1.740  2.028  2.818  -0.002
C  -1.537  4.291  -3.467  0.000
C  -0.303  3.406  -3.379  -0.001
O  0.149  3.331  -2.050  -0.001
P  1.474  4.036  -1.483  -0.010
O  1.659  3.568  -0.103  0.005
Te  3.328  3.823  -2.988  0.000
O  1.027  5.606  -1.367  0.001
C  1.388  6.630  -2.256  0.000
C  2.458  7.529  -1.655  0.000
H  -1.937  4.270  -4.478  0.000
H  -1.287  5.316  -3.202  0.000
H  -2.284  3.921  -2.767  0.000
H  0.498  3.780  -4.041  0.000
H  -0.555  2.383  -3.677  0.000
H  0.482  7.208  -2.471  0.000
H  1.762  6.198  -3.197  0.000
H  2.134  7.911  -0.691  0.000
H  2.654  8.361  -2.326  0.000
H  3.371  6.958  -1.514  0.000
S  2.377  -1.088  -0.539  -0.004
C  2.127  -2.801  -0.213  0.001
C  1.526  -3.581  -1.199  0.000
C  1.431  -4.949  -1.053  0.000
C  1.941  -5.559  0.081  0.000
C  2.570  -4.796  1.054  0.000
C  2.661  -3.423  0.915  0.000
H  1.146  -3.092  -2.082  0.001
H  0.959  -5.543  -1.823  0.000
H  1.858  -6.629  0.198  0.000
H  2.983  -5.286  1.926  0.000
H  3.156  -2.827  1.669  0.000

---

No. 2
Molecular formula: C3H7N2O
Method: DFT, ωB97M-V/def2-TZVPD

LUMO = -0.135 Eh
HOMO-LUMO gap = 10.76 eV
E = -8244.774 eV
Total charge = +1

Each line ends with the Löwdin charge.
CARTESIAN COORDINATES (ANGSTROEM)
C  0.426  1.761  -0.577  -0.007
C  0.156  0.835  -1.580  -0.005
N  0.308  -0.334  -0.931  0.092
C  0.792  -0.237  0.313  -0.088
N  0.892  1.051  0.534  0.089
H  -0.026  2.736  -0.342  0.144
H  -0.258  0.903  -2.596  0.154
H  0.181  -1.209  -1.430  0.185
H  1.525  -0.841  0.864  0.183
H  0.714  1.488  1.458  0.203
H  -1.162  -2.745  1.276  0.104
H  -2.207  -1.652  1.617  -0.015
O  -1.342  -1.755  1.394  -0.039

---

Energy relative to the best compared isomer or geometry (same formula, charge and spin) / eV: 0.918 1.365